Molecular formula: C9H24As6F36N3O3
Method: DFT, ωB97M-V with the def2-TZVPD basis set

The total charge is -3. Its calculated total energy is -17758.0480 hartree. The value obtained for the HOMO energy is -5.50 eV.

Last column: Löwdin charge in e.
CARTESIAN COORDINATES (ANGSTROEM)
C -1.050 -2.662 4.178  0.023
C -0.702 -4.119 4.188  -0.399
O -0.057 -4.724 4.980  0.156
N -1.301 -4.930 3.044  0.075
H -1.520 -5.851 3.415  0.169
H -2.193 -4.493 2.704  0.096
C -0.247 -5.062 1.969  0.027
H -2.106 -2.481 4.362  0.089
H -0.732 -2.325 3.191  0.086
H -0.404 -2.254 4.943  0.092
H -0.750 -5.255 1.026  0.105
H 0.339 -5.937 2.235  0.100
H 0.354 -4.161 1.936  0.096
C -0.592 -1.933 -0.444  0.014
C 0.353 -1.209 -1.327  -0.409
O 0.601 -1.436 -2.457  0.202
N 0.878 0.035 -0.640  0.097
H 0.327 0.887 -0.855  0.119
H 0.791 -0.031 0.380  0.109
C 2.369 0.429 -0.805  0.055
H -1.134 -2.680 -1.022  0.103
H -1.331 -1.330 0.080  0.054
H 0.010 -2.470 0.301  0.081
H 3.042 -0.411 -0.929  0.100
H 2.468 0.967 0.135  0.069
H 2.522 1.118 -1.632  0.110
C -1.222 4.767 -0.232  0.023
C -1.372 3.277 -0.310  -0.350
O -0.523 2.486 -0.520  0.163
N -2.770 2.809 0.092  0.093
H -3.294 3.510 0.611  0.168
H -3.310 2.754 -0.799  0.130
C -2.905 1.395 0.623  -0.002
H -0.262 5.136 -0.575  0.053
H -1.431 5.063 0.801  0.101
H -1.964 5.246 -0.880  0.099
H -2.149 0.793 0.134  0.054
H -3.880 1.084 0.260  0.089
H -2.735 1.370 1.691  0.086
As 1.855 5.496 -2.578  0.731
F 1.801 4.717 -1.030  -0.253
F 3.559 5.319 -2.719  -0.242
F 1.787 6.251 -4.164  -0.288
F 0.103 5.757 -2.491  -0.300
F 2.055 7.090 -1.881  -0.283
F 1.608 3.929 -3.314  -0.264
As -3.390 0.475 -3.088  0.751
F -4.038 1.860 -2.132  -0.295
F -3.907 -0.524 -1.764  -0.249
F -2.880 -0.919 -3.952  -0.231
F -2.852 1.537 -4.350  -0.244
F -1.863 0.724 -2.306  -0.231
F -4.931 0.432 -3.906  -0.266
As 4.011 -2.367 -5.435  0.717
F 3.242 -3.665 -6.319  -0.295
F 2.520 -2.058 -4.606  -0.265
F 4.856 -1.151 -4.536  -0.263
F 5.498 -2.718 -6.326  -0.309
F 3.597 -1.159 -6.628  -0.279
F 4.504 -3.575 -4.257  -0.298
As 5.950 1.288 0.881  0.726
F 6.263 2.090 2.404  -0.283
F 4.644 0.395 1.662  -0.297
F 5.560 0.403 -0.583  -0.276
F 7.178 2.112 -0.010  -0.261
F 7.060 0.005 1.299  -0.287
F 4.768 2.526 0.530  -0.268
As -4.567 -2.454 2.013  0.766
F -5.327 -3.199 0.652  -0.238
F -5.722 -1.168 1.984  -0.241
F -3.766 -1.736 3.382  -0.254
F -3.336 -3.779 2.002  -0.287
F -3.460 -1.586 1.006  -0.235
F -5.535 -3.486 3.041  -0.265
As 0.131 0.832 3.389  0.754
F 1.120 1.640 4.590  -0.255
F -0.326 2.380 2.759  -0.246
F -0.849 0.045 2.169  -0.262
F 0.690 -0.711 3.980  -0.269
F -1.211 0.823 4.502  -0.257
F 1.484 0.758 2.277  -0.241


Molecular formula: C23H38N6O4S
Method: DFT, ωB97M-V with the def2-TZVPD basis set

The total charge is +2. Its calculated total energy is -1926.0720 hartree. The value obtained for the HOMO energy is -12.11 eV.

Last column: Löwdin charge in e.
CARTESIAN COORDINATES (ANGSTROEM)
N -3.640 -3.231 2.454  0.065
C -4.441 -2.140 2.217  -0.370
N -5.952 -2.385 2.203  0.056
N -3.978 -0.715 2.010  -0.009
C -2.574 -0.630 1.443  -0.226
C -1.376 -0.895 2.529  -0.188
C 0.133 -1.047 1.842  -0.198
C 0.500 -2.623 1.576  -0.126
C 0.339 -3.124 0.024  -0.249
O 0.749 -2.095 -0.945  -0.257
S -0.342 -2.012 -2.253  0.866
O 0.324 -2.973 -3.286  -0.314
O -0.818 -0.610 -2.728  -0.325
O -1.612 -2.886 -1.522  -0.243
C -1.150 -3.694 -0.371  -0.256
C -1.437 -5.310 -0.383  -0.119
C -2.687 -5.617 -1.413  -0.192
C -4.100 -4.887 -1.009  -0.189
C -4.923 -4.261 -2.319  -0.254
N -5.563 -2.898 -2.000  -0.058
H -4.178 -4.115 2.567  0.043
H -6.189 -3.400 2.148  0.082
H -6.411 -1.892 1.402  0.073
H -4.604 -0.315 1.251  0.123
H -2.497 -1.290 0.459  0.113
H -2.439 0.494 1.064  0.133
H -1.317 0.032 3.280  0.120
H -1.528 -1.841 3.214  0.102
H 0.301 -0.334 0.929  0.092
H 0.887 -0.671 2.688  0.115
H 1.640 -2.759 1.863  0.123
H -0.106 -3.263 2.365  0.141
H 0.994 -4.108 -0.007  0.165
H -1.792 -3.351 0.574  0.119
H -1.838 -5.599 0.704  0.137
H -0.487 -5.971 -0.558  0.124
H -2.380 -5.246 -2.499  0.117
H -2.821 -6.789 -1.435  0.124
H -4.829 -5.694 -0.533  0.118
H -3.983 -4.014 -0.231  0.080
H -4.194 -4.080 -3.220  0.114
H -5.794 -4.962 -2.670  0.120
H -4.760 -2.288 -1.719  0.050
H -6.201 -3.060 -1.177  0.059
C 4.436 8.755 2.399  0.047
N 4.218 7.510 1.637  -0.083
C 3.115 7.394 0.863  0.036
C 2.902 6.245 0.097  0.065
C 3.831 5.201 0.116  -0.136
C 4.947 5.349 0.949  0.061
C 5.122 6.510 1.702  0.037
C 3.673 3.996 -0.720  -0.139
C 4.658 3.638 -1.648  0.058
C 4.533 2.473 -2.402  0.038
N 3.460 1.668 -2.247  -0.074
C 2.475 1.993 -1.378  0.046
C 2.561 3.155 -0.608  0.066
C 3.359 0.411 -3.013  0.056
H 3.567 8.914 3.043  0.120
H 4.546 9.569 1.677  0.122
H 5.340 8.669 3.005  0.111
H 2.419 8.229 0.854  0.162
H 2.012 6.193 -0.530  0.146
H 5.695 4.562 1.023  0.146
H 5.985 6.644 2.349  0.157
H 5.537 4.264 -1.797  0.145
H 5.291 2.177 -3.123  0.157
H 1.632 1.311 -1.300  0.154
H 1.760 3.376 0.096  0.145
H 2.425 0.434 -3.579  0.122
H 3.367 -0.414 -2.295  0.121
H 4.208 0.320 -3.696  0.112


Molecular formula: C22H41AlBrCl3F2IN2O11P2S
Method: DFT, ωB97M-V with the def2-TZVPD basis set

The total charge is +1. Its calculated total energy is -7574.4013 hartree. The value obtained for the HOMO energy is -9.46 eV.

Last column: Löwdin charge in e.
CARTESIAN COORDINATES (ANGSTROEM)
C 5.906 -1.854 2.927  -0.113
C 5.080 -0.591 2.211  -0.366
C 5.461 0.817 3.008  -0.116
C 3.433 -0.870 2.173  -0.195
C 2.799 -0.689 0.684  -0.235
P 1.357 0.537 0.510  0.448
C 2.506 2.007 1.067  -0.267
C 2.263 2.471 2.621  -0.185
N 1.568 3.647 2.915  0.051
C 2.007 1.017 -1.238  -0.256
C 2.078 -0.226 -2.306  -0.253
O 1.068 -0.497 -3.180  -0.053
O 3.265 -1.131 -2.467  -0.035
P -0.121 2.141 0.082  0.647
O -0.972 2.601 1.550  -0.406
I -1.829 1.310 -1.544  0.607
O 0.630 0.330 2.077  -0.320
C -0.452 -0.665 2.135  -0.222
C -0.602 -1.638 3.450  -0.219
C -1.352 -0.931 4.740  -0.124
C -0.148 -0.178 5.624  -0.117
F -0.786 0.401 6.841  -0.103
C -0.618 -1.377 0.662  -0.297
C -0.380 -2.999 0.523  -0.102
C -0.788 -3.467 -1.028  -0.559
O 0.123 -4.043 -1.848  -0.069
Br -2.678 -3.130 -1.637  0.695
O 0.321 -0.693 -0.246  -0.393
H 5.783 -1.754 4.090  0.084
H 7.047 -1.664 2.632  0.098
H 5.497 -2.853 2.474  0.077
H 5.540 -0.475 1.133  0.134
H 4.950 0.907 4.065  0.084
H 5.255 1.776 2.356  0.075
H 6.633 0.779 3.163  0.091
H 2.992 -0.189 3.014  0.082
H 3.300 -2.010 2.472  0.083
H 2.537 -1.758 0.224  0.104
H 3.677 -0.276 -0.013  0.102
H 2.243 2.922 0.388  0.030
H 3.637 1.752 0.895  0.105
H 2.686 1.900 3.578  0.107
H 1.279 4.100 2.016  -0.004
H 1.262 1.819 -1.714  0.043
H 3.057 1.572 -1.201  0.119
H 3.166 -1.942 -1.888  0.105
H -0.920 3.621 1.541  0.074
H -1.432 -0.007 2.213  0.155
H -1.165 -2.638 3.222  0.120
H 0.496 -1.938 3.796  -0.175
H -1.872 -1.755 5.411  0.135
H -2.151 -0.131 4.411  0.150
H 0.650 -0.983 5.925  0.068
H 0.380 0.650 4.978  0.145
H -1.755 -1.221 0.431  0.104
H -1.034 -3.642 1.268  0.122
H 0.762 -3.318 0.665  0.136
Al 1.022 -3.239 4.626  1.047
C -2.561 -4.988 -4.843  -1.553
Cl -1.065 -5.277 -5.746  0.534
Cl -3.896 -4.626 -5.950  0.540
Cl -2.956 -6.386 -3.828  0.514
H -2.409 -4.123 -4.192  -0.062
C 1.305 6.962 -2.065  -0.162
C 0.760 6.758 -0.654  -0.165
O 1.195 5.456 -0.271  -0.240
S 2.634 5.149 -0.975  0.665
O 3.676 5.437 -0.015  -0.215
O 2.539 3.892 -1.680  -0.258
O 2.598 6.360 -2.065  -0.176
H 0.687 6.443 -2.805  0.136
H 1.377 8.020 -2.331  0.144
H -0.329 6.829 -0.614  0.140
H 1.197 7.479 0.045  0.139
C -7.202 -0.389 -4.004  -0.280
O -7.846 0.052 -3.060  0.067
N -7.367 -1.633 -4.574  -0.124
C -6.562 -2.080 -5.691  -0.032
C -8.378 -2.523 -4.040  -0.043
H -6.408 0.206 -4.486  0.138
H -7.222 -2.304 -6.535  0.112
H -6.021 -2.984 -5.397  0.052
H -5.843 -1.313 -5.991  0.095
H -9.355 -2.038 -4.116  0.134
H -8.161 -2.715 -2.984  0.122
H -8.391 -3.467 -4.590  0.097
F -8.655 -4.504 -3.021  -0.364


Which of these has the lowest calculated total energy?
C9H24As6F36N3O3